# 1
{"formula": "C42H51AsClCsF5IN3O2PS", "method": "ωB97M-V with the def2-TZVPD basis set", "orbital_gap_ha": 0.217, "lumo_energy_ev": 3.53, "e_above_lowest_kj_mol": 12.4, "homo_energy_ev": -2.38, "charge": -2, "elements": ["Cs", "I", "As", "Cl", "S", "P", "F", "F", "F", "F", "F", "O", "O", "N", "N", "N", "C", "C", "C", "C", "C", "C", "C", "C", "C", "C", "C", "C", "C", "C", "C", "C", "C", "C", "C", "C", "C", "C", "C", "C", "C", "C", "C", "C", "C", "C", "C", "C", "C", "C", "C", "C", "C", "C", "C", "C", "C", "C", "H", "H", "H", "H", "H", "H", "H", "H", "H", "H", "H", "H", "H", "H", "H", "H", "H", "H", "H", "H", "H", "H", "H", "H", "H", "H", "H", "H", "H", "H", "H", "H", "H", "H", "H", "H", "H", "H", "H", "H", "H", "H", "H", "H", "H", "H", "H", "H", "H", "H", "H"], "xyz": [[-0.071, 0.788, -1.023], [-0.247, 1.700, -7.270], [2.662, -3.097, 1.682], [5.309, 0.479, -7.094], [3.904, -2.696, 0.056], [-0.430, 4.339, -2.323], [2.282, 5.367, 3.424], [2.188, 0.817, 4.668], [1.787, 4.701, 0.859], [2.474, 3.449, 5.339], [1.707, 0.115, 2.112], [0.277, 1.385, -4.153], [-1.065, 3.332, -1.424], [2.559, 0.857, -2.725], [-1.501, -2.318, -0.790], [-2.166, -0.542, 1.494], [-3.125, 2.117, 1.290], [-3.338, -3.584, -0.288], [-2.768, 0.149, 5.090], [-3.261, 1.439, 5.037], [-2.680, -4.179, -1.358], [1.483, 1.253, -6.181], [-3.008, 1.431, 2.632], [-2.582, -2.442, 0.043], [-3.368, 2.073, 3.807], [0.782, -2.786, 1.454], [3.645, 0.612, -2.036], [3.831, 0.677, -4.776], [2.715, -4.984, 2.133], [4.981, 0.404, -4.001], [1.883, 3.666, 1.771], [-1.130, -3.755, -4.056], [2.088, 1.768, 3.708], [-1.130, 4.311, -3.981], [0.519, -2.462, -2.694], [1.350, 1.190, -4.774], [3.252, -2.231, 3.314], [1.729, 2.369, 1.365], [4.892, 0.370, -2.640], [-1.783, -1.916, 4.063], [2.134, 4.067, 3.073], [-0.487, -3.610, -2.671], [3.827, 0.747, -6.190], [-0.433, -1.830, 4.783], [-0.660, 6.020, -1.689], [1.845, 1.465, 2.380], [-2.968, 3.633, 1.353], [-2.401, -0.535, 3.933], [2.235, 3.098, 4.056], [2.676, 1.033, -6.870], [-2.717, -2.909, 4.753], [-4.433, 1.737, 0.591], [-2.544, 0.100, 2.686], [0.258, -4.908, -2.328], [-2.853, -1.574, 1.138], [2.617, 0.895, -4.077], [-1.557, -3.356, -1.626], [1.343, 4.154, -2.527], [-0.432, -5.754, -2.271], [0.564, -1.739, 1.263], [3.760, -2.971, 3.933], [-0.242, 6.766, -2.367], [-2.069, 3.914, 1.904], [0.764, -4.815, -1.363], [-4.240, -3.921, 0.206], [-2.651, -0.339, 6.052], [-3.831, 4.113, 1.826], [2.340, -5.548, 1.281], [-2.869, 4.022, 0.339], [2.107, -5.191, 3.014], [-1.845, -4.582, -4.073], [0.259, -3.121, 2.348], [0.441, -3.362, 0.593], [1.754, 4.978, -3.112], [-1.662, -2.841, -4.325], [-0.671, 5.054, -4.636], [3.754, -5.255, 2.314], [-3.539, 1.959, 5.946], [-2.955, -2.589, 5.771], [2.413, -1.796, 3.852], [1.808, 4.121, -1.540], [-2.204, 4.491, -3.914], [1.343, -2.680, -3.379], [-0.554, -1.480, 5.811], [-4.476, 2.188, -0.403], [-2.310, 1.732, 0.680], [3.946, -1.444, 3.030], [-0.366, -3.943, -4.816], [5.753, 0.150, -2.022], [-4.519, 0.656, 0.479], [-3.737, -1.857, 1.731], [0.932, -2.312, -1.695], [0.051, -2.812, 4.820], [-5.291, 2.093, 1.170], [-3.725, 3.094, 3.765], [3.543, 0.587, -0.955], [2.694, 1.090, -7.950], [-2.963, -5.084, -1.879], [5.922, 0.221, -4.504], [-1.726, 6.204, -1.553], [1.526, 3.207, -3.036], [0.233, -1.133, 4.270], [-0.947, 3.310, -4.383], [-3.655, -3.009, 4.204], [1.020, -5.126, -3.082], [-2.250, -3.896, 4.814], [0.034, -1.539, -3.014], [-1.595, -2.288, 3.058], [-0.162, 6.085, -0.721]], "forces_ev_per_angstrom": [[0.09, -0.66, 0.16], [0.03, -0.01, 0.01], [0.11, 0.01, -0.04], [0.01, 0.00, 0.00], [-0.05, -0.02, 0.02], [-0.04, 0.03, 0.01], [0.00, 0.02, 0.00], [0.00, 0.01, 0.02], [0.00, 0.02, 0.00], [0.01, 0.00, 0.00], [0.00, -0.09, 0.03], [0.07, 0.02, 0.12], [-0.25, 0.42, -0.07], [-0.01, 0.03, -0.09], [0.05, 0.09, -0.06], [-0.05, 0.08, 0.05], [0.03, 0.06, -0.03], [0.03, -0.02, 0.03], [-0.03, -0.01, -0.01], [0.01, 0.01, 0.01], [-0.01, -0.01, -0.03], [-0.04, 0.00, -0.03], [-0.01, 0.00, 0.03], [0.02, 0.01, -0.03], [0.01, 0.00, -0.01], [-0.02, -0.02, -0.15], [-0.02, -0.08, 0.06], [0.01, 0.00, 0.02], [0.01, 0.01, 0.01], [0.00, 0.00, 0.00], [-0.01, -0.03, 0.00], [0.01, 0.00, 0.01], [0.00, 0.01, -0.02], [0.01, 0.02, 0.01], [-0.09, -0.02, 0.06], [-0.07, 0.02, -0.06], [-0.04, -0.02, -0.01], [0.03, 0.16, -0.03], [0.00, -0.02, 0.00], [0.03, 0.03, 0.01], [-0.02, 0.00, -0.01], [0.01, 0.01, 0.02], [-0.03, 0.02, -0.04], [-0.03, 0.01, -0.03], [0.02, -0.01, -0.02], [-0.03, -0.03, -0.02], [-0.01, 0.00, -0.01], [-0.01, -0.01, 0.00], [0.00, -0.01, 0.00], [0.03, -0.02, 0.04], [0.01, -0.01, 0.01], [0.01, 0.00, 0.00], [0.01, -0.05, 0.02], [-0.01, -0.02, 0.01], [0.04, 0.04, -0.03], [0.06, -0.02, -0.01], [-0.01, -0.03, 0.05], [-0.01, -0.07, 0.06], [0.01, 0.00, 0.00], [0.03, 0.00, 0.07], [0.01, 0.01, 0.00], [0.00, 0.00, 0.00], [0.00, 0.00, 0.00], [-0.01, 0.00, -0.01], [0.00, 0.01, 0.01], [0.00, 0.00, 0.00], [-0.01, 0.00, 0.01], [0.00, 0.01, 0.00], [0.00, 0.00, 0.00], [0.00, 0.02, 0.00], [0.00, 0.00, 0.00], [0.02, 0.01, 0.03], [-0.01, 0.02, 0.03], [0.01, 0.00, -0.01], [0.00, 0.00, 0.00], [0.01, 0.01, 0.02], [-0.01, -0.02, 0.01], [0.00, 0.00, 0.00], [0.00, 0.00, 0.00], [0.00, -0.01, -0.02], [-0.01, 0.02, -0.01], [0.00, 0.00, -0.01], [-0.01, 0.00, -0.03], [-0.01, 0.01, 0.00], [0.00, 0.00, 0.00], [0.03, -0.01, -0.05], [-0.03, 0.02, 0.00], [0.00, 0.00, 0.00], [0.00, 0.00, 0.00], [0.00, 0.00, 0.00], [0.00, 0.00, 0.00], [0.08, 0.06, -0.06], [0.00, -0.01, 0.00], [0.00, 0.00, 0.00], [0.00, 0.00, 0.00], [0.00, 0.01, -0.01], [0.00, 0.00, 0.00], [0.00, 0.00, -0.01], [0.00, 0.00, 0.00], [0.00, 0.00, 0.00], [0.00, 0.00, 0.00], [-0.02, 0.00, 0.01], [0.00, 0.00, 0.00], [0.00, 0.00, 0.00], [0.00, -0.01, -0.02], [0.00, 0.00, 0.00], [0.06, 0.03, -0.04], [0.01, -0.01, 0.00], [0.00, -0.01, 0.00]]}

# 2
{"formula": "C42H51CuN3OP2", "method": "ωB97M-V with the def2-TZVPD basis set", "orbital_gap_ha": [0.275, 0.269], "lumo_energy_ev": [0.50, 0.34], "spin_multiplicity": 2, "homo_energy_ev": [-7.00, -6.97], "elements": ["Cu", "P", "P", "O", "N", "N", "N", "C", "C", "C", "C", "C", "C", "C", "C", "C", "C", "C", "C", "C", "C", "C", "C", "C", "C", "C", "C", "C", "C", "C", "C", "C", "C", "C", "C", "C", "C", "C", "C", "C", "C", "C", "C", "C", "C", "C", "C", "C", "C", "H", "H", "H", "H", "H", "H", "H", "H", "H", "H", "H", "H", "H", "H", "H", "H", "H", "H", "H", "H", "H", "H", "H", "H", "H", "H", "H", "H", "H", "H", "H", "H", "H", "H", "H", "H", "H", "H", "H", "H", "H", "H", "H", "H", "H", "H", "H", "H", "H", "H", "H"], "xyz": [[-0.263, 1.406, 0.425], [-0.136, -0.823, -2.498], [-0.506, -0.106, 2.238], [-2.549, 1.921, -1.085], [-2.339, 1.367, 0.098], [1.887, 1.588, 0.546], [-0.272, -0.329, -1.003], [-2.239, -0.077, 2.824], [0.844, 1.814, 3.766], [1.534, 5.215, 0.467], [-1.178, 4.424, 0.360], [-0.127, 3.420, 0.385], [0.902, 0.407, -3.422], [2.240, 0.327, -2.698], [0.933, -0.431, 4.714], [2.292, 2.831, 0.583], [-1.175, -2.761, 1.836], [-4.756, -0.289, 3.937], [-0.845, 5.727, 0.394], [-3.641, -0.735, 4.682], [0.379, 1.869, -3.189], [3.674, 3.110, 0.913], [-1.736, -0.981, -3.404], [-0.430, -3.554, -1.895], [1.221, 3.847, 0.508], [1.264, -3.120, -3.780], [0.539, 0.422, 3.676], [1.811, -2.552, -1.404], [1.174, 0.087, -4.926], [-0.090, -1.924, 2.166], [4.069, 0.772, 0.999], [-4.639, 0.166, 2.665], [0.729, -2.533, -2.504], [2.757, 0.572, 0.701], [1.451, -3.739, 2.236], [0.376, -4.617, 1.907], [-3.361, 0.933, 0.719], [-0.911, -4.122, 1.664], [-2.844, -1.471, -2.433], [1.198, -2.399, 2.334], [-2.260, 0.371, -3.906], [4.536, 2.075, 1.044], [1.568, 2.242, 4.870], [2.030, 1.335, 5.841], [-1.631, -1.864, -4.669], [-2.387, -0.702, 4.052], [1.690, 0.037, 5.790], [0.477, 6.133, 0.602], [-3.381, 0.307, 2.069], [2.118, 0.550, -1.692], [2.440, -4.174, 2.318], [-1.654, -4.798, 1.291], [1.671, -0.907, -4.926], [-0.858, -0.875, -0.367], [-1.511, -2.864, -4.374], [-5.776, -0.331, 4.367], [-1.175, -3.728, -2.660], [-2.121, -2.422, 1.649], [0.490, -1.413, 4.816], [-2.284, 1.110, -3.184], [1.897, -0.691, 6.593], [2.813, 1.148, -3.222], [-4.346, 0.999, 0.240], [2.018, -1.701, 2.644], [-1.651, 6.439, 0.484], [4.749, -0.005, 1.243], [-1.609, 0.685, -4.739], [1.159, 2.519, -2.858], [0.579, -5.702, 1.827], [2.815, -0.558, -2.941], [-3.727, -1.150, 5.695], [1.582, -4.128, -3.594], [-0.382, 1.948, -2.489], [-2.696, -2.395, -1.888], [-3.214, 0.137, -4.273], [-3.783, -1.625, -3.044], [-2.194, 4.076, 0.416], [-3.046, -0.682, -1.714], [-0.840, -1.582, -5.395], [2.293, -0.433, 0.543], [0.083, -4.413, -1.536], [0.737, 7.171, 0.696], [2.631, -1.854, -1.624], [5.583, 2.324, 1.331], [-2.537, -1.708, -5.257], [-5.554, 0.604, 2.190], [-1.520, -1.074, 4.612], [1.916, 0.830, -5.200], [0.521, 2.492, 2.961], [2.147, -2.538, -4.156], [4.079, 4.113, 1.049], [2.093, -3.529, -1.214], [0.549, -3.130, -4.583], [-0.027, 2.310, -4.122], [0.345, 0.132, -5.675], [1.764, 3.275, 4.959], [-0.885, -3.146, -1.023], [1.270, -2.132, -0.517], [2.586, 5.512, 0.428], [2.581, 1.717, 6.719]], "forces_ev_per_angstrom": [[-0.30, 0.39, -0.70], [-0.02, -0.44, -0.62], [0.84, -0.19, 0.44], [0.35, -0.72, 1.25], [0.74, 1.42, -2.14], [-0.34, -1.19, -0.56], [0.05, 0.23, 0.64], [0.16, -0.89, -0.45], [0.17, -1.29, -0.01], [-0.83, 0.22, 0.99], [1.80, -3.26, 0.00], [-0.30, 0.39, 0.64], [-0.67, 0.16, 0.18], [1.17, 1.32, -3.41], [-0.67, 0.51, 0.03], [1.09, 1.35, 1.28], [3.51, -1.55, 0.11], [-0.50, -0.94, 2.00], [0.20, 1.41, 1.43], [0.11, -0.31, -0.66], [0.31, -0.61, -2.24], [-1.35, 0.73, -0.91], [-0.31, -0.27, -0.07], [1.58, 1.94, -1.51], [-0.74, 0.39, -1.18], [0.91, 1.10, -0.65], [-0.43, 0.69, 0.14], [-1.74, 3.23, 0.13], [-0.03, -0.49, 0.63], [-2.02, 1.12, -0.16], [0.28, 0.02, -0.16], [-0.48, 1.17, -0.92], [-1.75, -0.74, 1.59], [-1.27, -0.97, -0.15], [-1.23, -1.82, -0.73], [0.68, 0.15, 0.05], [-1.25, -1.14, 1.46], [1.09, 0.15, 0.28], [-0.94, -0.10, -0.93], [1.10, 1.04, 0.67], [2.30, -1.12, -1.31], [1.20, 0.50, 1.06], [-0.09, -0.96, -0.37], [0.51, 2.47, 0.76], [0.05, 1.42, -0.38], [-1.21, 0.46, 1.49], [-0.71, -2.33, -0.10], [1.35, -0.41, -1.50], [1.04, 0.75, -0.59], [0.11, 0.17, 1.79], [0.00, 0.24, 0.24], [-0.47, -0.21, 0.11], [-0.44, 0.74, -0.58], [0.17, -0.04, -0.75], [-0.02, -1.47, -0.11], [0.79, 0.03, -0.06], [-0.06, -0.51, 0.09], [-2.25, 1.13, -0.28], [0.42, -0.23, -0.43], [-0.24, 1.46, 1.58], [0.15, 0.65, -0.39], [-0.14, -0.57, 0.95], [0.38, 0.20, -0.02], [-0.87, -0.67, -0.51], [0.00, 0.38, -0.16], [0.27, -0.87, -0.13], [-0.44, 0.13, 0.18], [0.78, 0.32, 0.20], [-0.17, 0.79, -0.04], [-0.10, -0.29, 0.31], [-0.14, 0.25, -0.54], [0.27, -0.64, 0.07], [-1.52, -0.04, 1.51], [0.31, -0.14, -0.05], [-1.51, 0.11, -0.64], [0.86, 0.22, 0.58], [-0.25, 0.04, -0.45], [-0.05, 0.16, 0.10], [-0.18, -0.12, 0.82], [0.57, 0.85, 0.38], [0.37, -1.09, -0.17], [-0.13, 0.36, -0.05], [-0.05, -0.76, 0.18], [-0.82, -0.50, -0.36], [-0.27, -0.37, 0.22], [1.04, -0.68, 0.12], [-0.42, 0.20, -0.36], [0.16, 0.08, -0.37], [0.13, -0.23, 0.52], [-0.59, -0.68, 0.44], [-0.52, -0.15, -0.18], [0.89, -1.94, 0.34], [-0.27, -0.11, -0.30], [0.24, -0.35, 0.34], [0.54, -0.03, 0.99], [0.36, 1.00, 0.22], [-0.42, 0.61, 0.60], [0.78, -0.51, -0.35], [-0.46, 0.25, 0.22], [-0.26, -0.15, -0.64]]}